C42H50F4N11O3RbS2 | the ωB97M-V functional and the def2-TZVPD basis

* LUMO level: 0.19 eV
* electronic energy: -3678.4666 Ha
* Kohn-Sham gap: 6.404 eV
* energy relative to the best compared isomer or geometry (same formula, charge and spin): 0.440 eV

Geometry as ORCA input:
```
! RIJCOSX wB97M-V def2-TZVPD def2/J DEFGRID3
* xyz 0 1
Rb 0.530 -0.457 -0.187
C 3.052 -3.481 0.277
N 1.643 -3.316 -0.025
C 1.313 -3.976 -1.275
C 0.845 -3.814 1.100
C -0.653 -3.924 0.852
N -1.232 -2.647 0.498
C -2.527 -2.543 0.356
C -3.104 -1.254 0.063
F -2.250 -0.208 -0.141
C -4.441 -1.006 -0.036
F -4.837 0.246 -0.314
C -5.409 -1.995 0.118
C -4.903 -3.264 0.352
F -5.771 -4.281 0.512
C -3.557 -3.549 0.426
F -3.218 -4.847 0.650
H 3.344 -4.543 0.338
H 3.278 -3.015 1.237
H 3.660 -3.003 -0.495
H 1.371 -5.076 -1.198
H 2.015 -3.655 -2.046
H 0.314 -3.687 -1.597
H 1.027 -3.148 1.950
H 1.200 -4.822 1.389
H -1.079 -4.326 1.782
H -0.829 -4.697 0.093
H -6.467 -1.785 0.121
N -0.646 1.475 -2.244
C -0.639 1.021 -3.630
C -1.859 1.426 -4.468
C -3.217 0.899 -3.982
C -3.753 -0.288 -4.792
N -3.022 -1.527 -4.536
C -3.273 -2.273 -3.462
N -4.512 -2.352 -2.959
N -2.305 -3.018 -2.928
C -0.406 -0.495 -3.756
O -0.475 -0.954 -4.932
O -0.222 -1.176 -2.737
H -1.497 1.186 -1.765
H -0.578 2.484 -2.192
H 0.230 1.481 -4.116
H -1.678 1.091 -5.494
H -1.887 2.519 -4.499
H -3.956 1.700 -4.027
H -3.170 0.592 -2.922
H -3.676 -0.083 -5.861
H -4.814 -0.434 -4.597
H -2.014 -1.475 -4.799
H -5.229 -1.740 -3.309
H -4.675 -2.737 -2.041
H -1.325 -2.709 -3.065
H -2.498 -3.455 -2.037
C 3.921 -1.081 -4.124
C 4.936 -0.141 -4.157
C 4.859 0.963 -3.323
C 3.763 1.091 -2.473
N 2.800 0.168 -2.424
C 2.873 -0.882 -3.236
C 3.605 2.261 -1.549
C 4.442 3.373 -1.619
C 4.264 4.408 -0.718
C 3.258 4.310 0.227
C 2.465 3.172 0.211
N 2.622 2.178 -0.653
H 3.930 -1.948 -4.770
H 5.779 -0.257 -4.827
H 5.647 1.701 -3.337
H 2.042 -1.574 -3.180
H 5.219 3.443 -2.366
H 4.906 5.279 -0.756
H 3.084 5.087 0.958
H 1.668 3.053 0.935
O -0.333 0.756 2.275
S -1.062 1.938 1.748
C -2.739 1.840 2.368
C -3.003 0.980 3.421
C -4.310 0.851 3.864
C -5.329 1.572 3.254
C -5.050 2.415 2.188
C -3.747 2.542 1.729
C -0.477 3.323 2.742
C -0.977 4.605 2.563
C -0.438 5.648 3.299
C 0.599 5.405 4.193
C 1.097 4.121 4.352
C 0.561 3.067 3.621
H -2.192 0.409 3.854
H -4.537 0.176 4.679
H -6.348 1.460 3.598
H -5.850 2.951 1.695
H -3.526 3.157 0.866
H -1.783 4.789 1.864
H -0.825 6.651 3.174
H 1.019 6.223 4.764
H 1.907 3.936 5.045
H 0.933 2.053 3.712
C 3.899 -0.348 6.301
C 3.438 -1.464 5.362
C 3.535 -1.068 3.926
N 2.540 -0.659 3.223
N 2.873 -0.318 1.940
C 4.134 -0.468 1.699
N 4.703 -0.155 0.492
S 5.048 -1.050 3.052
H 3.801 -0.656 7.342
H 3.294 0.546 6.150
H 4.942 -0.085 6.122
H 2.393 -1.710 5.548
H 4.025 -2.369 5.536
H 4.007 -0.020 -0.229
H 5.472 -0.735 0.203
*
```

Löwdin atomic charge list, values in e, 4 entries: atom 1 (Rb): 0.78, atom 2 (C): -0.11, atom 3 (N): -0.30, atom 4 (C): -0.10


C21H34NO6 | the ωB97M-V functional and the def2-TZVPD basis

* LUMO level: -5.08 eV
* electronic energy: -1326.4388 Ha
* Kohn-Sham gap: 5.705 eV

Geometry as ORCA input:
```
! RIJCOSX wB97M-V def2-TZVPD def2/J DEFGRID3
* xyz 1 1
O -3.046 0.674 2.898
C -2.624 -0.428 2.734
O -2.072 -0.860 1.575
C -2.773 -1.472 3.818
C -3.590 -1.177 4.907
C -3.734 -2.119 5.882
N -3.085 -3.294 5.780
C -2.290 -3.631 4.747
C -1.658 -4.985 4.763
C -0.511 -5.088 3.748
C 0.786 -5.575 4.235
O 0.452 -4.115 3.858
C -2.133 -2.699 3.742
H -1.119 -1.001 1.668
H -4.098 -0.228 4.957
H -4.354 -1.957 6.748
H -3.224 -3.963 6.527
H -2.402 -5.742 4.507
H -1.242 -5.199 5.745
H -0.780 -5.415 2.742
H 1.124 -5.438 5.248
H 1.479 -5.842 3.453
H -1.525 -2.927 2.883
C -0.773 2.476 0.945
C -1.475 1.784 -0.223
C -1.843 2.973 -1.102
O -0.833 3.958 -0.890
C -0.032 3.604 0.235
H -0.100 1.827 1.508
H -1.512 2.883 1.637
H -0.772 1.130 -0.747
H -2.337 1.192 0.067
H -2.811 3.393 -0.810
H -1.881 2.724 -2.163
H 0.950 3.271 -0.120
H 0.109 4.485 0.862
C -0.357 -0.037 -3.629
C 0.933 -0.353 -4.377
C 1.659 -1.236 -3.372
O 0.644 -1.931 -2.633
C -0.631 -1.349 -2.906
H -1.179 0.269 -4.274
H -0.174 0.761 -2.904
H 0.711 -0.917 -5.286
H 1.503 0.531 -4.652
H 2.246 -0.631 -2.671
H 2.322 -1.964 -3.839
H -1.207 -2.035 -3.537
H -1.170 -1.214 -1.964
C 3.797 4.643 -3.606
C 4.944 3.643 -3.747
C 4.202 2.314 -3.686
O 2.911 2.549 -4.252
C 2.692 3.956 -4.397
H 4.029 5.636 -3.985
H 3.508 4.738 -2.557
H 5.428 3.762 -4.718
H 5.705 3.735 -2.975
H 4.077 1.977 -2.651
H 4.698 1.523 -4.249
H 2.748 4.212 -5.461
H 1.692 4.199 -4.035
*
```

Löwdin atomic charge list, values in e, 4 entries: atom 1 (O): 0.19, atom 2 (C): -0.43, atom 3 (O): 0.11, atom 4 (C): -0.04


S2 | the ωB97M-V functional and the def2-TZVPD basis

* LUMO level (spin up / spin down): 1.98 / 1.70 eV
* electronic energy: -796.2667 Ha
* Kohn-Sham gap (spin up / spin down): 6.097 / 4.663 eV
* energy relative to the best compared isomer or geometry (same formula, charge and spin): 3.944 eV

Geometry as ORCA input:
```
! RIJCOSX wB97M-V def2-TZVPD def2/J DEFGRID3
* xyz -1 2
S 1.063 -0.160 1.190
S -1.063 0.160 -1.190
*
```

How positive or negative is each atom? The Löwdin charges in e answer that: atom 1 (S): -0.50, atom 2 (S): -0.50


C4H7N3O2 | the ωB97M-V functional and the def2-TZVPD basis

* LUMO level: 0.05 eV
* electronic energy: -471.2291 Ha
* Kohn-Sham gap: 9.152 eV
* energy relative to the best compared isomer or geometry (same formula, charge and spin): 4.734 eV
* SMILES: C=C/N=C(/N)C(=O)NO

Geometry as ORCA input:
```
! RIJCOSX wB97M-V def2-TZVPD def2/J DEFGRID3
* xyz 0 1
C -0.935 -0.749 -0.131
C 1.270 -0.660 0.519
C 2.472 -0.304 0.036
C -1.321 0.666 0.156
H -1.948 -2.460 -0.647
H -2.937 -1.022 -0.549
H 1.024 -0.652 1.660
H 3.128 0.052 0.876
H 2.963 -0.655 -1.003
H -0.917 2.630 0.166
H 1.381 1.711 -0.366
N -2.071 -1.456 -0.499
N 0.186 -1.544 -0.046
N -0.399 1.761 0.188
O -2.385 0.917 0.540
O 0.487 1.765 -0.900
*
```

Löwdin atomic charge list, values in e, 4 entries: atom 1 (C): -0.27, atom 2 (C): -0.28, atom 3 (C): -0.06, atom 4 (C): -0.42


C17H27FO4S | the ωB97M-V functional and the def2-TZVPD basis

* LUMO level: -0.43 eV
* electronic energy: -1462.5099 Ha
* Kohn-Sham gap: 7.859 eV
* SMILES: C=C[C@]1(C[C@@H](C)F)[C@@H](CCCCOC=O)OC(=O)[C@@H]1CCCS

Geometry as ORCA input:
```
! RIJCOSX wB97M-V def2-TZVPD def2/J DEFGRID3
* xyz 0 1
C 3.016 -3.317 -0.552
C 2.442 -2.065 -1.181
C 1.415 -1.042 -0.355
C 2.450 -0.010 0.376
C 1.755 1.204 1.228
C 2.755 2.528 1.034
F 0.408 1.611 0.767
C 0.408 -1.988 0.525
C -0.635 -1.316 1.599
C -1.951 -0.599 0.935
C -3.390 -1.058 1.638
C -3.413 -0.849 3.268
O -4.092 0.440 3.576
C -3.222 1.589 3.274
O -1.901 1.651 3.592
O -0.321 -2.706 -0.573
C -0.223 -2.033 -1.911
O -0.542 -2.537 -3.114
C 0.433 -0.534 -1.564
C 1.096 0.291 -2.849
C 0.649 1.883 -2.889
C -0.837 2.035 -3.576
S -1.688 3.481 -2.661
H 4.174 -3.459 -0.388
H 2.207 -4.126 -0.236
H 2.746 -1.895 -2.318
H 3.251 -0.639 0.992
H 3.078 0.511 -0.494
H 1.777 0.890 2.380
H 2.531 2.962 -0.046
H 3.903 2.238 1.146
H 2.528 3.391 1.791
H 0.862 -2.881 1.166
H -1.048 -2.216 2.266
H -0.104 -0.588 2.380
H -1.928 0.587 1.014
H -2.096 -0.826 -0.223
H -3.659 -2.144 1.278
H -4.198 -0.301 1.194
H -2.350 -0.917 3.773
H -4.087 -1.725 3.703
H -3.644 2.503 2.676
H -0.450 0.214 -1.273
H 0.834 -0.292 -3.831
H 2.266 0.283 -2.702
H 0.678 2.337 -1.793
H 1.406 2.522 -3.535
H -0.764 2.265 -4.728
H -1.462 1.045 -3.394
H -1.063 3.603 -1.387
*
```

Löwdin atomic charge list, values in e, 4 entries: atom 1 (C): -0.01, atom 2 (C): -0.09, atom 3 (C): -0.28, atom 4 (C): -0.08


Which of these has the highest electronic energy? C4H7N3O2


Which formula does entry 5 have? C17H27FO4S


What did the third record say?
S2 | the ωB97M-V functional and the def2-TZVPD basis

* LUMO level (spin up / spin down): 1.98 / 1.70 eV
* electronic energy: -796.2667 Ha
* Kohn-Sham gap (spin up / spin down): 6.097 / 4.663 eV
* energy relative to the best compared isomer or geometry (same formula, charge and spin): 3.944 eV

Geometry as ORCA input:
```
! RIJCOSX wB97M-V def2-TZVPD def2/J DEFGRID3
* xyz -1 2
S 1.063 -0.160 1.190
S -1.063 0.160 -1.190
*
```

How positive or negative is each atom? The Löwdin charges in e answer that: atom 1 (S): -0.50, atom 2 (S): -0.50